Molecular formula: C3H12NO2
Method: DFT, ωB97M-V/def2-TZVPD

Computed properties:
- Largest force on an atom: 0.05943 Eh/bohr
- HOMO energy: -0.5427 hartree
- Charge: +1
- Total energy: -326.47126 Eh
- Energy relative to the best compared isomer or geometry (same formula, charge and spin): 109.9 kJ/mol

Element x y z (Å)
1 C 0.21559 -0.00847 -0.31582
2 C -1.07124 0.74219 0.18635
3 C -1.31982 2.12112 -0.60244
4 O -2.17512 -0.16503 0.13626
5 N 0.10504 -1.33697 0.39784
6 H 0.11159 -0.11264 -1.40333
7 H 1.08471 0.56446 -0.02084
8 H -0.93424 1.08707 1.22075
9 H -0.42212 2.63320 -0.17277
10 H -2.26656 2.65223 -0.37392
11 H -1.18954 1.93134 -1.66716
12 H -2.70492 -0.40908 -0.62521
13 H -0.58877 -1.95966 -0.03385
14 H -0.21584 -1.04800 1.31908
15 H 1.01491 -1.80434 0.34374
16 H 4.01130 -1.61220 -0.00041
17 H 3.20765 -1.85091 1.23797
18 O 3.13736 -1.42431 0.37375

Force components x, y, z for each atom (eV/Å):
-2.495 1.024 -0.060
-1.392 1.427 -2.316
1.659 -1.603 1.418
0.442 -0.562 1.877
0.833 0.426 -1.141
0.452 -0.324 0.364
0.432 -0.486 0.018
-0.277 -0.768 0.078
-0.877 0.591 -0.920
0.715 -0.603 0.061
-0.110 0.321 -0.040
0.486 0.936 -0.697
-0.058 0.525 0.262
0.182 -0.860 0.426
0.220 0.040 0.533
-0.269 0.178 -0.252
0.026 0.132 0.069
0.032 -0.393 0.319

natural (NBO) population analysis, charges in e, atoms 1 to 2:
1 C -0.25
2 C 0.09


Molecular formula: C3H12NO2
Method: DFT, ωB97M-V/def2-TZVPD

Computed properties:
- Largest force on an atom: 0.03525 Eh/bohr
- HOMO energy: -0.5477 hartree
- Charge: +1
- Total energy: -326.50044 Eh
- Energy relative to the best compared isomer or geometry (same formula, charge and spin): 33.2 kJ/mol

Element x y z (Å)
1 C 0.40618 0.85729 0.75907
2 C 0.40131 1.08173 -0.77804
3 C 1.74133 0.70205 -1.38637
4 O -0.69732 0.32059 -1.33472
5 N -0.90679 0.28762 1.21909
6 H 1.25899 0.21748 0.98723
7 H 0.60512 1.76597 1.31637
8 H 0.15957 2.11179 -1.05918
9 H 2.53479 1.40415 -1.12622
10 H 1.63953 0.67893 -2.46789
11 H 2.08195 -0.29546 -1.09499
12 H -0.89858 0.72318 -2.16104
13 H -0.79956 -0.74222 1.30436
14 H -1.55002 0.36545 0.41153
15 H -1.31000 0.67808 2.04953
16 H -1.44259 -3.11214 0.97460
17 H -0.07053 -3.17390 1.61995
18 O -0.66388 -2.58941 1.16224

Force components x, y, z for each atom (eV/Å):
0.344 0.532 -0.271
-0.350 0.122 -0.366
-0.001 -0.302 -0.112
0.725 -0.530 1.528
0.527 -1.056 -1.376
-0.541 -0.492 0.251
-0.192 0.280 -0.151
0.323 0.155 0.544
-0.141 0.114 0.034
0.084 0.177 -0.136
-0.237 0.032 0.129
-0.431 0.296 -1.123
-0.097 -0.104 0.347
0.042 0.231 0.140
-0.050 0.338 0.531
-0.299 -0.209 -0.132
0.477 -0.405 0.339
-0.185 0.821 -0.174

natural (NBO) population analysis, charges in e, atoms 1 to 2:
1 C -0.25
2 C 0.08


Molecular formula: C3H12NO2
Method: DFT, ωB97M-V/def2-TZVPD

Computed properties:
- Largest force on an atom: 0.04144 Eh/bohr
- Spin multiplicity: 2
- HOMO energy (spin up / spin down): -0.7602 / -0.7591 hartree
- Expectation value of S²: 0.755
- Charge: +2
- Total energy: -325.94219 Eh
- Energy relative to the best compared isomer or geometry (same formula, charge and spin): 141.6 kJ/mol

Element x y z (Å)
1 C 1.41982 -0.83313 -0.05446
2 C 0.24902 -1.13727 -0.98372
3 C -0.24408 0.12439 -1.86740
4 O -0.37358 1.23895 -1.06393
5 N 0.88123 -0.45458 1.34886
6 H 1.88683 0.06732 -0.46854
7 H 2.00937 -1.72464 0.22514
8 H 0.67336 -1.90943 -1.63126
9 H -0.58703 -1.57595 -0.40519
10 H 0.62913 0.31841 -2.54678
11 H -1.23642 0.02977 -2.35020
12 H -1.18413 1.13652 -0.50251
13 H -0.00484 -0.95307 1.47961
14 H 0.47796 0.48922 1.19146
15 H 1.52881 -0.52878 2.16428
16 H -2.47608 0.97225 2.06941
17 H -1.05124 1.57394 2.24295
18 O -1.53804 0.81400 1.89610

Force components x, y, z for each atom (eV/Å):
-0.598 0.310 1.384
-0.027 -1.392 1.525
1.081 1.315 -1.134
0.144 -0.909 0.625
-0.973 1.151 -1.507
1.049 -0.667 0.499
0.217 0.490 -1.226
-0.637 0.333 -0.818
0.066 0.252 -0.634
-0.953 -0.072 0.350
0.253 -1.034 0.046
-0.276 0.516 -0.020
0.370 -0.491 0.817
0.810 -0.232 1.085
-0.487 0.175 -0.743
0.012 0.059 0.180
-0.539 0.172 0.365
0.487 0.025 -0.794

natural (NBO) population analysis, charges in e, atoms 1 to 2:
1 C -0.23
2 C -0.38


Molecular formula: C3H12NO2S
Method: DFT, ωB97M-V/def2-TZVPD

Computed properties:
- Largest force on an atom: 0.12551 Eh/bohr
- HOMO energy: -0.0992 hartree
- Charge: -1
- Total energy: -724.87279 Eh
- Energy relative to the best compared isomer or geometry (same formula, charge and spin): 290.7 kJ/mol

Element x y z (Å)
1 C 0.52329 1.42585 0.08612
2 C 0.27090 2.81085 -0.15521
3 S -1.48270 3.34450 -0.73457
4 C 0.93946 0.46879 -1.12517
5 N 1.69212 -0.76013 -0.77331
6 H -0.49080 0.90916 0.41519
7 H 1.41255 1.44403 0.72722
8 H 0.84330 3.41728 -0.93910
9 H 0.61191 3.47674 0.78685
10 H 1.49591 1.21532 -1.91028
11 H -0.14491 0.15772 -1.50980
12 H 2.53560 -0.59525 -0.19760
13 H 1.13006 -1.23908 -0.19987
14 H -4.94472 1.78995 0.33642
15 H -3.51233 1.69921 -0.36369
16 O -4.40736 1.18135 -0.37421
17 H 0.78199 -7.16073 1.31603
18 H 1.26705 -6.54027 2.68266
19 O 1.47869 -7.04530 1.93234

Force components x, y, z for each atom (eV/Å):
-0.145 -3.927 -0.467
-0.910 6.378 -0.382
0.799 -0.811 0.646
-1.476 2.288 -1.287
2.550 2.893 -2.267
2.271 1.125 0.524
-0.409 -0.844 0.745
-0.024 -1.672 0.621
-1.136 -1.567 -1.525
-1.180 -2.310 1.533
2.710 0.437 -0.006
-0.590 0.426 -0.638
-2.736 -2.560 2.569
1.979 -2.332 -2.700
-1.489 -0.984 -0.267
-0.216 3.457 2.903
-1.209 0.271 -0.341
-1.001 1.001 1.059
2.212 -1.268 -0.719

natural (NBO) population analysis, charges in e, atoms 1 to 2:
1 C -0.48
2 C -0.51


Molecular formula: C3H12NO2S
Method: DFT, ωB97M-V/def2-TZVPD

Computed properties:
- Largest force on an atom: 0.04952 Eh/bohr
- Spin multiplicity: 2
- HOMO energy (spin up / spin down): -0.3318 / -0.3172 hartree
- Expectation value of S²: 1.758
- Charge: 0
- Total energy: -724.66814 Eh
- Energy relative to the best compared isomer or geometry (same formula, charge and spin): 509.9 kJ/mol

Element x y z (Å)
1 C -0.08356 0.33985 0.68409
2 C -1.01489 -0.69746 0.08354
3 C -0.28011 -1.69106 -0.77475
4 S 0.81833 -2.84087 0.16965
5 N -2.74793 0.84405 -1.47721
6 H -0.53749 1.26816 1.03270
7 H 0.47820 -0.10601 1.49974
8 H 0.67260 0.53835 -0.08531
9 H -1.57407 -1.19756 0.88290
10 H 0.37690 -1.13631 -1.46912
11 H -0.86057 -2.35986 -1.39478
12 H -1.75993 -0.14570 -0.60888
13 H -2.29153 1.35733 -2.23041
14 H -3.65371 1.26549 -1.27314
15 H 1.78328 2.87118 1.52817
16 O 1.80916 1.89989 1.59339
17 H 2.82096 -0.84029 0.46414
18 H 2.76956 0.62237 0.97028
19 O 3.27480 0.00845 0.40499

Force components x, y, z for each atom (eV/Å):
0.737 -0.689 -0.295
-1.336 0.828 -0.394
1.227 -0.726 -0.079
-0.176 0.603 -0.249
-0.942 0.040 -0.954
-0.240 -0.169 -0.095
-0.027 0.104 0.254
-0.079 0.470 0.121
-0.108 -0.018 -0.188
0.011 -0.226 0.243
-0.649 0.180 -0.012
1.359 -1.478 1.567
-0.161 0.430 0.010
0.053 0.450 -0.089
-0.015 0.006 -0.151
-0.006 0.656 0.648
-0.021 0.036 0.092
0.339 -0.490 -0.525
0.033 -0.006 0.096

natural (NBO) population analysis, charges in e, atoms 1 to 2:
1 C -0.62
2 C -0.48


Molecular formula: C3H12NO3
Method: DFT, ωB97M-V/def2-TZVPD

Computed properties:
- Largest force on an atom: 0.05217 Eh/bohr
- HOMO energy: -0.1492 hartree
- Charge: -1
- Total energy: -402.00030 Eh
- Energy relative to the best compared isomer or geometry (same formula, charge and spin): 40.3 kJ/mol

Element x y z (Å)
1 C -1.70008 0.66262 -1.07309
2 C -0.50626 -0.20230 -1.60741
3 C 0.80710 0.18187 -0.88125
4 O 0.89097 -0.51016 0.33058
5 N -2.09757 0.43153 0.29574
6 H -2.52216 0.36804 -1.74965
7 H -1.47631 1.68899 -1.34318
8 H -0.68530 -1.22701 -1.28471
9 H -0.44350 -0.02942 -2.68695
10 H 0.82641 1.27777 -0.75665
11 H 1.66100 -0.10626 -1.52017
12 H -1.37217 0.83899 0.88339
13 H -2.02187 -0.54725 0.53623
14 H 1.94668 -2.50275 1.98946
15 H 2.20902 -1.24029 1.11240
16 O 2.65787 -1.96619 1.63347
17 H 0.79186 0.57133 1.26056
18 H 0.40877 0.98022 2.86390
19 O 0.62555 1.33027 1.99730

Force components x, y, z for each atom (eV/Å):
0.138 -1.915 -1.873
0.017 1.400 1.354
-0.075 -1.266 0.012
0.077 0.959 -0.208
0.241 0.925 0.595
-0.222 0.259 0.287
-0.084 0.446 0.633
-0.045 -0.310 -0.619
0.004 -0.387 -0.065
0.109 0.103 0.012
0.037 0.241 -0.179
-0.031 0.135 0.171
0.003 -0.250 -0.367
-0.146 0.199 -0.187
-0.435 -0.506 0.008
0.554 0.123 0.125
-0.225 -0.448 0.986
0.123 -0.414 -0.310
-0.038 0.706 -0.377

natural (NBO) population analysis, charges in e, atoms 1 to 2:
1 C -0.20
2 C -0.44